{"formula": "H26O13", "method": "the ωB97M-V functional and the def2-TZVPD basis", "symbols": ["H", "H", "H", "H", "H", "H", "H", "H", "H", "H", "H", "H", "H", "H", "H", "H", "H", "H", "H", "H", "H", "H", "H", "H", "H", "H", "O", "O", "O", "O", "O", "O", "O", "O", "O", "O", "O", "O", "O"], "positions_angstrom": [[-0.3366, 0.7770, -0.5748], [-0.0281, -0.5473, -1.2538], [1.0518, -3.5748, -1.6406], [1.3630, -2.0945, -1.4919], [3.4857, -0.3863, 1.8027], [4.8092, 0.0996, 2.3705], [4.6704, 1.2431, -0.5818], [4.1433, -0.1755, -0.7226], [-0.7121, 3.8916, 0.5456], [-0.8275, 4.9899, 1.5899], [-0.7389, -0.7864, 2.2192], [-1.3332, -0.9180, 3.6119], [-3.9597, -4.7349, -0.7082], [-2.7231, -3.8579, -0.5984], [-5.4074, -1.0459, -1.1598], [-4.2035, -1.7718, -0.5820], [2.7921, -2.4775, 0.1735], [3.0493, -2.6302, 1.6636], [-2.9709, 0.2070, 1.4697], [-2.8820, -1.0779, 0.6628], [1.3338, 0.7154, 0.3394], [2.7639, 0.4923, -0.1241], [1.9719, 2.5432, -3.6902], [2.7921, 2.4126, -2.4173], [-4.4570, 4.6187, -0.5162], [-3.0334, 4.1281, -0.3099], [-0.2579, -0.1673, -0.3984], [1.7476, -2.9687, -1.3619], [4.3047, -0.7037, 2.1996], [4.7344, 0.4605, -1.1409], [-0.4130, 4.7862, 0.7439], [-1.5514, -0.6376, 2.7159], [-3.6659, -3.8211, -0.7955], [-4.9688, -1.9042, -1.1528], [2.8928, -1.9653, 0.9837], [-3.5057, -0.3995, 0.9452], [1.8852, 0.0974, -0.1535], [1.8833, 2.4708, -2.7332], [-3.6984, 4.7127, 0.0708]], "gap_ev": 9.925, "total_energy_ev": -27037.140, "homo_ev": -10.3, "total_charge": 0, "relative_energy_kcal_mol": 110.9, "fmax_ev_per_a": 2.7}